A structure of composition C22H23CuN5O2S2 in a non-equilibrium geometry. Source: OMol25; level of theory: wB97M-V/def2-TZVPD.

Gap between HOMO and LUMO   7.9 eV
Charge   +1
2S+1   1

Geometry (Å):
Cu: -0.92 0.46 -1.94
N: 4.02 0.89 -1.79
C: 3.61 0.08 -0.64
N: 1.38 0.44 -1.68
C: 1.96 1.67 -2.13
N: 3.21 1.89 -2.20
C: 0.97 2.68 -2.60
C: 1.36 3.96 -2.94
N: 0.49 4.89 -3.28
C: -0.79 4.53 -3.30
C: -1.20 3.24 -3.02
N: -0.31 2.32 -2.64
H: 4.98 1.20 -1.78
H: 4.28 -0.72 -0.34
H: 2.41 4.21 -2.96
H: -1.55 5.29 -3.59
H: -2.23 2.90 -3.08
O: -2.76 0.49 -1.14
S: -3.43 -0.30 -0.02
C: -3.08 -2.04 -0.43
C: -2.65 -3.00 0.68
C: -1.11 -2.93 0.92
C: -0.27 -3.57 -0.19
S: 0.74 -2.51 -1.25
O: -0.28 -1.66 -1.97
C: 1.59 -1.46 -0.05
C: 2.14 -0.17 -0.58
C: 2.82 0.76 0.48
C: 2.91 0.23 1.85
C: 2.48 -1.00 2.18
C: 1.87 -1.87 1.20
C: -2.42 0.03 1.46
C: -1.22 0.70 1.40
C: -0.64 1.09 2.59
C: -1.25 0.85 3.81
C: -2.47 0.18 3.83
C: -3.06 -0.26 2.66
H: -2.30 -1.97 -1.18
H: -3.98 -2.37 -0.92
H: -2.95 -4.03 0.42
H: -3.20 -2.77 1.59
H: -0.92 -3.41 1.87
H: -0.78 -1.91 1.10
H: -0.90 -4.01 -0.95
H: 0.32 -4.40 0.15
H: 1.44 -0.16 -2.50
H: 2.68 1.82 0.34
H: 3.20 0.90 2.64
H: 2.52 -1.38 3.20
H: 1.57 -2.85 1.52
H: -0.74 0.87 0.45
H: 0.29 1.65 2.57
H: -0.82 1.23 4.71
H: -2.97 0.02 4.77
H: -4.05 -0.72 2.67


A cluster of 2 separate species, C4H8O2 in total in a non-equilibrium geometry. Source: OMol25; level of theory: wB97M-V/def2-TZVPD.

Gap between HOMO and LUMO   10.0 eV
Charge   0
2S+1   1

Geometry (Å):
C: 1.96 -0.04 0.60
C: -0.33 1.23 0.79
O: -0.38 1.33 -0.53
C: -1.02 0.20 -1.15
C: -1.45 -0.64 0.04
O: -0.92 0.10 1.16
H: 2.37 -0.57 1.45
H: 2.72 0.41 -0.03
H: 1.38 -0.75 -0.01
H: 1.35 0.79 1.02
H: -1.85 0.59 -1.74
H: -0.30 -0.30 -1.81
H: -1.01 -1.65 0.04
H: -2.53 -0.70 0.18


| no. | E_HOMO (eV) |
| --- | --- |
| 1 | -10.813 |
| 2 | -9.130 |